Here is a 2-piece molecular cluster, C3H6N2 overall at a distorted geometry from the OMol25 dataset. Energies are from ωB97M-V/def2-TZVPD.

Results
* net charge: 0
* energy above the lowest of the compared OMol25 structures with the same formula, charge and spin: 115.2 kcal/mol
* molecular weight: 70.09 Da
* 2S+1: 1

Last column: Löwdin charge in e.
Geometry (Å):
C  1.595  -0.975  -0.236  -0.1830
N  0.302  -0.326  -0.139  -0.0165
C  -1.369  1.541  0.205  0.0321
C  -1.898  0.338  -0.138  -0.3670
N  -1.890  -0.817  -0.416  0.1495
H  1.530  -2.038  0.041  0.0789
H  2.319  -0.517  0.457  0.0783
H  1.983  -0.894  -1.254  0.0626
H  -0.003  -0.464  0.827  0.0374
H  -1.432  1.896  1.228  0.0626
H  -1.138  2.257  -0.575  0.0651

=====

Here is a 2-piece molecular cluster, C3H6N2O overall at a distorted geometry from the OMol25 dataset. Energies are from ωB97M-V/def2-TZVPD.

Results
* net charge: -1
* energy above the lowest of the compared OMol25 structures with the same formula, charge and spin: 73.2 kcal/mol
* ⟨S²⟩: 0.754
* molecular weight: 86.09 Da
* 2S+1: 2

Last column: Löwdin charge in e.
Geometry (Å):
C  1.170  -0.472  -0.707  -0.3271
C  0.230  -0.098  -1.613  -0.2139
N  -0.663  0.742  -0.792  -0.0793
C  0.237  0.808  0.339  -0.3545
N  0.882  -0.412  0.661  -0.0989
H  2.231  -0.594  -0.969  0.0771
H  0.539  0.346  -2.559  0.0460
H  -1.591  0.396  -0.561  0.0584
H  0.770  1.764  0.298  0.0577
H  -0.670  -0.973  1.442  -0.0285
H  -1.559  -0.477  2.620  0.0011
O  -1.576  -1.030  1.839  -0.1381

=====

Here is a 2-piece molecular cluster, C3H6N2O overall at a distorted geometry from the OMol25 dataset. Energies are from ωB97M-V/def2-TZVPD.

Results
* net charge: 0
* SMILES string: c1c[nH]cn1.O
* energy above the lowest of the compared OMol25 structures with the same formula, charge and spin: 35.1 kcal/mol
* molecular weight: 86.09 Da
* 2S+1: 1

Last column: Löwdin charge in e.
Geometry (Å):
C  2.151  0.440  0.403  -0.1744
C  1.009  0.894  -0.225  -0.1214
N  0.067  -0.107  -0.061  0.0205
C  0.687  -1.062  0.717  -0.2245
N  1.917  -0.757  1.058  0.0475
H  2.976  1.104  0.632  0.0890
H  0.881  1.904  -0.590  0.1038
H  -0.848  0.257  0.164  0.1088
H  0.179  -2.020  0.729  0.1128
O  -2.710  -0.004  -0.915  -0.0640
H  -3.131  -0.279  -1.752  0.0610
H  -3.177  -0.370  -0.160  0.0410

=====

Here is a 2-piece molecular cluster, C3H6N2O overall from the OMol25 dataset. Energies are from ωB97M-V/def2-TZVPD.

Results
* net charge: 0
* SMILES string: N=C=N.CC=O
* energy above the lowest of the compared OMol25 structures with the same formula, charge and spin: 43.7 kcal/mol
* molecular weight: 86.09 Da
* 2S+1: 1

Last column: Löwdin charge in e.
Geometry (Å):
N  1.931  -1.059  -1.265  0.1479
C  0.799  -0.670  -1.515  -0.3893
N  -0.256  -0.176  -1.898  0.1479
H  2.257  -1.122  -0.310  0.0646
H  -1.057  -0.790  -1.982  0.0815
C  0.047  0.770  1.201  -0.0547
C  -1.276  0.252  0.687  -0.3430
O  -1.582  -0.918  0.647  0.0158
H  0.896  0.198  0.818  0.0450
H  0.052  0.655  2.289  0.0876
H  0.185  1.824  0.949  0.0801
H  -1.998  1.035  0.378  0.1165

=====

Here is the molecule C3H6N2O at a distorted geometry from the OMol25 dataset. Energies are from ωB97M-V/def2-TZVPD.

Results
* net charge: 0
* SMILES string: N=C=CCON
* energy above the lowest of the compared OMol25 structures with the same formula, charge and spin: 130.9 kcal/mol
* molecular weight: 86.09 Da
* 2S+1: 1

Last column: Löwdin charge in e.
Geometry (Å):
N  0.922  2.190  0.404  0.1519
C  -0.034  1.512  0.348  -0.2288
C  -1.108  0.770  0.366  -0.1271
C  -1.182  -0.654  -0.064  -0.1868
O  0.095  -1.397  0.118  -0.2204
N  1.314  -0.874  -0.448  0.0149
H  1.751  1.643  0.135  0.1041
H  -2.056  1.289  0.450  0.1057
H  -1.547  -0.756  -1.090  0.1078
H  -1.869  -1.179  0.607  0.1145
H  1.620  -1.650  -1.040  0.0824
H  2.094  -0.893  0.214  0.0819

=====

Here is the molecule C3H6N2O from the OMol25 dataset. Energies are from ωB97M-V/def2-TZVPD.

Results
* net charge: 0
* SMILES string: NC(=O)[C@H]1CN1
* energy above the lowest of the compared OMol25 structures with the same formula, charge and spin: 31.4 kcal/mol
* molecular weight: 86.09 Da
* 2S+1: 1

Last column: Löwdin charge in e.
Geometry (Å):
N  -1.487  -0.957  -0.123  0.1558
C  -0.941  -0.171  0.858  -0.5096
O  -1.509  0.138  1.888  0.0523
C  0.408  0.400  0.525  -0.2312
C  1.411  -0.155  -0.419  -0.1267
N  0.447  0.834  -0.870  0.0102
H  -2.489  -1.064  -0.082  0.1081
H  -1.104  -0.845  -1.053  0.0865
H  0.788  1.069  1.293  0.1437
H  1.263  -1.158  -0.815  0.1021
H  2.458  0.114  -0.273  0.1073
H  0.755  1.796  -0.928  0.1015

=====

Repeat the fourth record exactly.
Here is a 2-piece molecular cluster, C3H6N2O overall from the OMol25 dataset. Energies are from ωB97M-V/def2-TZVPD.

Results
* net charge: 0
* SMILES string: N=C=N.CC=O
* energy above the lowest of the compared OMol25 structures with the same formula, charge and spin: 43.7 kcal/mol
* molecular weight: 86.09 Da
* 2S+1: 1

Last column: Löwdin charge in e.
Geometry (Å):
N  1.931  -1.059  -1.265  0.1479
C  0.799  -0.670  -1.515  -0.3893
N  -0.256  -0.176  -1.898  0.1479
H  2.257  -1.122  -0.310  0.0646
H  -1.057  -0.790  -1.982  0.0815
C  0.047  0.770  1.201  -0.0547
C  -1.276  0.252  0.687  -0.3430
O  -1.582  -0.918  0.647  0.0158
H  0.896  0.198  0.818  0.0450
H  0.052  0.655  2.289  0.0876
H  0.185  1.824  0.949  0.0801
H  -1.998  1.035  0.378  0.1165

=====

Q: Which of these has the highest 2S+1?
A: number 2

=====

Q: Which formula does entry 1 have?
A: C3H6N2

=====

Q: energy above the lowest of the compared OMol25 structures with the same formula, charge and spin of number 2 (C3H6N2O)?
A: 73.2 kcal/mol